# 1
{
  "formula": "C37H80F14N12O31S14",
  "method": "wB97M-V/def2-TZVPD",
  "largest_force_ev_per_a": 12.2,
  "lumo_energy_ev": -1.66,
  "gap_ev": 3.24,
  "charge": -2,
  "symbols": ["C", "C", "O", "N", "H", "H", "C", "H", "H", "H", "H", "H", "H", "C", "C", "C", "C", "C", "C", "N", "O", "C", "C", "C", "H", "H", "H", "H", "H", "H", "H", "H", "H", "H", "H", "H", "H", "H", "H", "H", "H", "H", "C", "C", "C", "C", "C", "C", "N", "O", "C", "C", "C", "H", "H", "H", "H", "H", "H", "H", "H", "H", "H", "H", "H", "H", "H", "H", "H", "H", "H", "C", "C", "C", "N", "C", "C", "C", "C", "C", "H", "H", "H", "H", "H", "H", "H", "H", "H", "H", "H", "H", "H", "H", "H", "H", "H", "H", "C", "C", "C", "N", "C", "C", "C", "C", "C", "H", "H", "H", "H", "H", "H", "H", "H", "H", "H", "H", "H", "H", "H", "H", "H", "H", "H", "N", "S", "O", "O", "F", "S", "O", "O", "F", "N", "S", "O", "O", "F", "S", "O", "O", "F", "N", "S", "O", "O", "F", "S", "O", "O", "F", "N", "S", "O", "O", "F", "S", "O", "O", "F", "N", "S", "O", "O", "F", "S", "O", "O", "F", "N", "S", "O", "O", "F", "S", "O", "O", "F", "N", "S", "O", "O", "F", "S", "O", "O", "F"],
  "coordinates": [[-0.72, -5.86, -0.37], [-0.99, -7.33, -0.16], [-1.70, -7.71, 0.74], [-0.51, -8.35, -1.20], [-1.24, -9.03, -1.39], [-0.52, -7.90, -2.11], [0.74, -9.10, -0.75], [0.00, -5.47, -1.09], [-0.30, -5.47, 0.56], [-1.66, -5.33, -0.53], [1.62, -8.51, -1.01], [0.71, -10.06, -1.27], [0.65, -9.17, 0.34], [1.55, -2.95, -0.74], [0.61, -1.75, -0.54], [-0.87, -2.35, -0.41], [-2.01, -1.36, -0.01], [-1.66, -0.72, 1.33], [-0.14, -0.26, 1.55], [0.87, -1.16, 0.86], [2.20, -0.90, 1.27], [0.08, -0.32, 3.07], [-0.05, 1.21, 1.13], [0.63, -0.77, -1.70], [2.56, -2.58, -0.90], [1.24, -3.50, -1.63], [1.54, -3.56, 0.16], [-0.73, -3.16, 0.32], [-1.22, -2.96, -1.25], [-2.93, -1.94, 0.06], [-2.13, -0.61, -0.79], [-1.84, -1.48, 2.10], [-2.36, 0.09, 1.56], [1.11, -0.20, 3.42], [-0.23, -1.27, 3.51], [-0.59, 0.35, 3.62], [-0.25, 1.41, 0.08], [0.88, 1.71, 1.39], [-0.72, 1.89, 1.66], [0.54, -1.28, -2.66], [1.60, -0.28, -1.59], [-0.20, -0.06, -1.78], [6.78, -4.17, -3.06], [5.34, -4.72, -3.25], [4.19, -3.63, -3.22], [4.13, -2.67, -4.42], [3.94, -3.57, -5.70], [5.14, -4.62, -5.82], [5.25, -5.39, -4.54], [5.50, -6.76, -4.67], [6.50, -3.88, -6.11], [4.66, -5.63, -6.88], [5.10, -5.72, -2.05], [7.57, -4.71, -3.56], [7.02, -4.21, -1.99], [6.74, -3.12, -3.35], [4.46, -3.06, -2.33], [3.17, -4.00, -3.10], [4.98, -2.00, -4.55], [3.32, -1.93, -4.42], [3.74, -2.93, -6.57], [3.03, -4.17, -5.69], [7.40, -4.47, -5.96], [6.61, -2.93, -5.59], [6.45, -3.60, -7.16], [4.27, -5.22, -7.82], [3.77, -6.16, -6.53], [5.40, -6.40, -7.08], [5.95, -6.38, -1.89], [4.28, -6.42, -2.22], [4.89, -5.19, -1.12], [-7.06, 7.95, 6.66], [-6.51, 6.74, 5.86], [-5.14, 6.92, 5.06], [-4.77, 5.69, 4.13], [-5.69, 5.79, 2.89], [-3.28, 5.59, 3.72], [-2.90, 4.13, 3.57], [-4.07, 3.28, 4.06], [-4.96, 4.29, 4.79], [-7.65, 7.73, 7.55], [-7.69, 8.65, 6.10], [-6.24, 8.62, 6.95], [-7.33, 6.47, 5.20], [-6.47, 5.89, 6.55], [-4.34, 7.08, 5.78], [-5.05, 7.71, 4.31], [-5.36, 4.95, 2.28], [-5.35, 6.71, 2.41], [-6.72, 5.62, 3.20], [-3.09, 6.22, 2.85], [-2.70, 6.05, 4.52], [-2.64, 3.84, 2.55], [-2.07, 3.84, 4.20], [-4.67, 2.69, 3.36], [-3.68, 2.50, 4.72], [-6.02, 4.05, 4.80], [-4.59, 4.46, 5.81], [0.99, 3.01, -3.23], [1.30, 4.56, -3.28], [1.95, 5.00, -1.96], [1.37, 6.26, -1.26], [1.59, 7.51, -2.09], [2.08, 6.62, 0.10], [0.88, 6.74, 1.05], [-0.41, 6.91, 0.26], [-0.14, 6.09, -0.96], [0.05, 2.63, -3.64], [0.87, 2.65, -2.21], [1.75, 2.50, -3.82], [0.38, 5.10, -3.51], [1.94, 4.68, -4.15], [3.04, 5.07, -2.02], [1.71, 4.25, -1.20], [2.66, 7.58, -2.29], [1.26, 8.43, -1.60], [1.14, 7.34, -3.06], [2.79, 7.44, 0.01], [2.76, 5.80, 0.33], [1.10, 7.44, 1.85], [0.81, 5.80, 1.60], [-0.64, 7.94, 0.02], [-1.15, 6.57, 0.98], [-0.80, 6.24, -1.81], [-0.33, 5.04, -0.71], [-4.83, 3.80, -0.05], [-3.37, 2.93, -0.27], [-2.10, 3.59, 0.14], [-3.40, 1.91, -1.29], [-3.69, 2.00, 1.04], [-4.29, 5.06, -0.69], [-3.78, 5.01, -2.05], [-3.55, 5.93, 0.26], [-5.66, 5.83, -0.90], [-4.72, -2.08, 5.77], [-3.77, -3.21, 5.47], [-2.51, -3.22, 6.20], [-3.85, -3.97, 4.26], [-4.63, -4.21, 6.49], [-4.14, -1.03, 4.61], [-4.75, -1.14, 3.29], [-2.70, -0.69, 4.56], [-4.80, 0.40, 5.08], [5.43, 0.98, -0.06], [4.80, 0.69, -1.40], [4.43, 1.79, -2.31], [3.97, -0.50, -1.44], [6.09, 0.05, -2.17], [4.11, 1.97, 0.38], [2.73, 1.66, 0.09], [4.43, 3.38, 0.29], [4.24, 1.63, 1.97], [2.67, 4.51, 4.95], [1.91, 3.59, 3.99], [0.75, 4.13, 3.34], [2.03, 2.17, 4.00], [2.85, 3.93, 2.70], [2.11, 3.67, 6.34], [2.88, 2.52, 6.84], [0.66, 3.61, 6.50], [2.57, 4.88, 7.31], [0.11, -6.93, -3.40], [1.23, -7.37, -4.24], [2.47, -6.57, -4.15], [0.90, -8.11, -5.44], [1.70, -8.55, -3.28], [-0.13, -5.56, -4.33], [-0.99, -5.80, -5.51], [0.83, -4.43, -4.30], [-1.19, -5.03, -3.27], [-3.95, -2.15, -5.16], [-5.41, -1.82, -4.38], [-6.11, -0.69, -4.90], [-5.64, -2.29, -2.97], [-6.28, -2.93, -5.19], [-3.20, -2.22, -3.93], [-3.26, -3.45, -3.18], [-3.01, -0.97, -3.22], [-1.80, -2.45, -4.62], [0.80, -3.70, 2.56], [2.14, -3.67, 3.51], [2.74, -4.88, 4.02], [2.21, -2.50, 4.42], [3.23, -3.33, 2.33], [0.03, -4.58, 3.44], [-0.44, -4.23, 4.78], [0.12, -5.99, 3.11], [-1.27, -4.32, 2.53]]
}

=====

# 2
{
  "formula": "C5H9N2S2",
  "method": "wB97M-V/def2-TZVPD",
  "largest_force_ev_per_a": 3.4,
  "lumo_energy_ev": -5.35,
  "gap_ev": 8.83,
  "charge": 1,
  "symbols": ["C", "C", "C", "C", "C", "N", "N", "S", "S", "H", "H", "H", "H", "H", "H", "H", "H", "H"],
  "coordinates": [[0.36, 0.58, 2.42], [0.06, 0.21, 0.16], [0.08, 2.50, 1.11], [0.69, -0.40, -2.40], [-0.98, -2.48, -0.12], [0.35, 0.38, 3.55], [0.23, 1.06, 1.19], [-0.10, 0.84, -1.41], [0.21, -1.41, 0.75], [1.05, 2.91, 1.00], [-0.33, 2.79, 2.16], [-0.58, 2.71, 0.29], [1.75, -0.52, -2.06], [0.61, 0.03, -3.38], [0.11, -1.43, -2.44], [-0.84, -3.32, 0.50], [-0.70, -2.48, -1.20], [-1.95, -1.97, -0.13]]
}

=====

# 3
{
  "formula": "C5H38N2O13",
  "method": "wB97M-V/def2-TZVPD",
  "largest_force_ev_per_a": 3.3,
  "lumo_energy_ev": -0.04,
  "gap_ev": 9.09,
  "symbols": ["C", "C", "C", "C", "N", "C", "N", "H", "H", "H", "H", "H", "H", "H", "H", "H", "H", "H", "H", "H", "H", "O", "H", "H", "O", "H", "H", "O", "H", "H", "O", "H", "H", "O", "H", "H", "O", "H", "H", "O", "H", "H", "O", "H", "H", "O", "H", "H", "O", "H", "H", "O", "H", "H", "O", "H", "H", "O"],
  "coordinates": [[0.58, 2.73, -1.99], [-0.40, 1.57, -2.09], [-0.23, 0.75, -0.83], [0.23, -0.50, -0.90], [0.71, -1.15, 0.28], [0.45, -2.58, 0.30], [-0.06, 3.93, -1.32], [1.41, 2.35, -1.40], [0.96, 3.21, -2.93], [-1.43, 1.96, -2.14], [-0.23, 1.00, -3.05], [-0.58, 1.26, 0.09], [0.56, -1.10, -1.81], [0.40, -0.64, 1.07], [-0.52, -3.02, 0.42], [0.88, -3.19, -0.54], [0.96, -3.05, 1.20], [-0.78, 3.59, -0.69], [-0.54, 4.38, -2.09], [-2.10, -3.98, -2.19], [-2.91, -3.00, -1.29], [-2.47, -3.90, -1.30], [1.24, 1.25, 3.09], [2.69, 0.74, 3.16], [2.16, 1.44, 2.74], [-2.56, -1.04, -1.84], [-3.95, -1.46, -1.30], [-3.39, -1.46, -2.10], [-3.66, -0.64, 1.12], [-4.92, -1.58, 0.66], [-4.01, -1.32, 0.53], [1.36, 3.19, 1.66], [0.77, 4.02, 0.49], [0.66, 3.83, 1.45], [3.33, -1.07, 0.69], [3.85, -2.44, 0.31], [4.09, -1.67, 0.83], [3.45, -0.38, -0.68], [2.23, 0.42, -0.33], [2.90, 0.33, -1.02], [-0.77, -0.05, 3.85], [-0.67, 1.37, 3.21], [-0.24, 0.48, 3.22], [-2.44, -2.43, -3.44], [-0.88, -2.25, -3.70], [-1.62, -2.85, -3.73], [-1.90, 0.05, 2.26], [-2.29, 1.20, 1.68], [-2.75, 0.52, 2.22], [-1.04, 3.53, 1.85], [-2.45, 3.48, 2.50], [-1.70, 2.91, 2.33], [2.16, -0.34, -2.46], [2.89, -0.31, -3.79], [2.17, -0.78, -3.35], [2.34, -1.78, 2.89], [3.83, -1.69, 2.76], [3.14, -1.70, 3.43]]
}

=====

These records have HOMO values of -4.9 -14.2 -9.1 eV, in the order they appear.
These records have energy above the lowest of the compared OMol25 structures with the same formula, charge and spin values of 0.000 3.180 3.697 eV, in the order they appear.
These records have E values of -11419.3217 -1101.4676 -1300.8774 hartree, in the order they appear.